This record from the Open Molecules 2025 dataset describes a structure of composition C11H8BrCdNO4 at a distorted geometry. The level of theory is ωB97M-V/def2-TZVPD.

The geometry in XYZ format:
```
26
Properties=species:S:1:pos:R:3:forces:R:3
Cd 0.017 0.104 -0.686 -0.025 -0.019 0.716
O 0.166 3.370 -0.058 -0.138 -4.511 -0.766
C 0.124 2.241 -0.274 0.285 6.779 0.812
C -0.098 -2.056 -0.458 -0.308 -6.955 0.277
O -0.144 -3.199 -0.331 0.158 4.658 -0.422
C 2.164 -0.004 -0.464 6.858 -0.354 -0.040
O 3.309 -0.064 -0.396 -4.528 0.241 -0.105
C -2.136 0.198 -0.513 -6.775 0.371 -0.196
O -3.283 0.254 -0.471 4.476 -0.242 -0.002
C 0.046 0.766 -5.597 -0.007 -0.117 0.005
H -0.863 1.389 -5.625 0.504 -0.370 0.031
H 1.011 1.299 -5.605 -0.535 -0.318 0.019
C -0.018 -0.571 -5.654 0.005 0.110 0.002
H 0.892 -1.191 -5.710 -0.509 0.373 0.053
H -0.981 -1.101 -5.730 0.543 0.322 0.066
Br 1.427 -2.553 4.673 0.045 -0.056 0.165
C 0.589 -1.119 3.832 0.235 -0.338 -0.268
C -0.076 -0.126 4.548 -0.093 0.157 -0.083
C -0.711 0.927 3.896 0.081 -0.140 -0.465
C -0.682 0.972 2.510 0.590 -0.949 1.491
N -0.018 -0.005 1.914 0.246 -0.090 -4.168
C 0.625 -1.043 2.441 -0.962 1.290 1.766
H -0.096 -0.186 5.623 -0.015 0.019 0.173
H -1.225 1.707 4.402 -0.281 0.360 0.711
H -1.161 1.758 1.924 0.099 -0.241 0.165
H 1.122 -1.770 1.812 0.048 0.018 0.064
```
Forces are in eV/Å.

As for the HOMO-LUMO gap: 5.8546 eV. The calculation puts the HOMO energy at -15.211 eV. As for the charge: +2. Its calculated total energy is -3520.67614 Ha. As for the spin multiplicity: 1. The value obtained for the lowest unoccupied orbital energy is -0.3438 Eh.